(1)
Computed, not measured: a 7-piece molecular cluster, C24H42Br4N2O3 overall, with the ωB97M-V functional and the def2-TZVPD basis.

For the highest occupied orbital energy, the calculation gives -0.29319 hartree. As for the SMILES: c1cc[nH]c1.c1cc[nH]c1.C1CCOC1.C1CCOC1.C1CCOC1.BrCCBr.BrCCBr. The total energy is -314859.85131 eV. The spin multiplicity is 1. The calculation puts the energy relative to the best compared isomer or geometry (same formula, charge and spin) at 0.0 kJ/mol. The strongest force on any atom is 0.02790 hartree/bohr.

XYZ file:
```
75
C24H42Br4N2O3 the ωB97M-V functional and the def2-TZVPD basis
C -4.39091 0.46693 -1.19123
C -5.44445 0.81068 -2.22858
C -5.44384 2.32411 -2.15541
O -4.07136 2.67819 -2.07342
C -3.42655 1.66558 -1.27134
H -3.86350 -0.46934 -1.36920
H -4.80805 0.45556 -0.18261
H -6.40699 0.34954 -2.00516
H -5.16724 0.51354 -3.24126
H -6.00926 2.67584 -1.28116
H -5.94884 2.80256 -2.99495
H -3.28110 2.17761 -0.31512
H -2.45543 1.36608 -1.66391
C -3.41134 -2.85252 1.99365
C -3.61730 -2.18007 3.36441
C -2.20656 -1.99936 3.93496
O -1.31793 -2.24475 2.84518
C -1.90822 -3.18992 1.96581
H -3.67369 -2.24522 1.12589
H -3.97148 -3.77482 1.82521
H -4.25091 -2.78603 4.00821
H -4.11680 -1.23155 3.17250
H -1.95883 -2.70909 4.72690
H -2.01380 -0.99766 4.30746
H -1.75364 -4.23011 2.27675
H -1.37560 -3.08177 1.01971
C 4.52558 2.59915 -2.85122
C 4.70404 1.36822 -3.71674
C 5.29883 1.93152 -4.99983
O 4.69332 3.21511 -5.14152
C 4.07464 3.62225 -3.91204
H 5.49421 2.90255 -2.44970
H 3.74821 2.50733 -2.09498
H 3.70183 0.97632 -3.94207
H 5.22604 0.51270 -3.28605
H 5.06899 1.32475 -5.87226
H 6.38132 2.01365 -4.83974
H 2.99665 3.57547 -4.05469
H 4.51215 4.57066 -3.59991
Br 4.03580 -2.01777 3.95233
C 2.70319 -1.65791 5.35100
C 1.33589 -1.41701 4.75430
Br 0.10181 -1.19043 6.26164
H 3.01267 -0.77293 5.90051
H 2.73355 -2.50333 6.02969
H 0.99290 -2.26707 4.17239
H 1.33239 -0.53553 4.11925
Br -2.08117 7.23451 -4.19255
C -0.66631 6.68063 -2.91157
C -0.66238 5.17294 -2.96435
Br 0.87338 4.50069 -1.90657
H -1.04387 7.09936 -1.98947
H 0.26348 7.11193 -3.25869
H -0.54241 4.77793 -3.96407
H -1.53066 4.75808 -2.46474
N 3.13882 -5.81007 1.22545
C 2.86741 -4.53888 1.66959
C 1.50909 -4.44170 1.86030
C 0.93027 -5.63210 1.32971
C 1.95533 -6.45347 0.97307
H 4.07770 -6.15498 1.18370
H 3.66057 -3.86786 1.95033
H 1.03949 -3.55186 2.24467
H -0.11703 -5.88024 1.35324
H 2.03548 -7.50812 0.75639
N -0.11483 -0.24268 1.33294
C -0.68727 0.68529 0.50095
C 0.23137 1.17567 -0.37314
C 1.46150 0.57195 -0.01631
C 1.21640 -0.33910 0.97804
H -0.67285 -0.86177 1.93169
H -1.74706 0.87597 0.56295
H 0.01154 1.95686 -1.07990
H 2.39637 0.74379 -0.52884
H 1.81725 -1.11445 1.42348
```

---

(2)
Computed, not measured: a 2-piece molecular cluster, C24H42ClN2O5S overall, with the ωB97M-V functional and the def2-TZVPD basis.

For the highest occupied orbital energy (alpha / beta), the calculation gives -0.31794 / -0.35046 hartree. The total energy is -62141.87230 eV. The spin multiplicity is 2. The calculation puts the energy relative to the best compared isomer or geometry (same formula, charge and spin) at 17.4 kJ/mol. The strongest force on any atom is 0.04579 hartree/bohr.

XYZ file:
```
75
C24H42ClN2O5S the ωB97M-V functional and the def2-TZVPD basis
C -0.61288 0.82149 6.61652
O -1.26462 2.02738 6.27831
C -0.83383 2.61450 5.07124
C -1.98835 2.91337 4.12540
C -3.02252 1.80018 3.98715
C -2.44572 0.39289 3.79399
C -2.83274 -0.25370 2.45330
C -2.68648 -1.78758 2.52229
C -1.41308 -2.32570 1.89396
C -0.16399 -1.74325 2.49974
O -0.13158 -1.91695 3.94270
C 1.13315 -2.24352 4.29180
O 1.48283 -2.78007 5.31702
O 1.94623 -1.86673 3.23236
C 1.18783 -2.35070 2.13037
C 1.13683 -3.88517 2.11988
C 2.42195 -4.57152 2.60046
C 3.72434 -3.94285 2.09996
Cl 4.91674 -5.25971 1.76620
N 1.67603 -1.93711 0.80314
C 1.72232 -0.73362 0.57500
S 1.52339 0.68347 -0.00995
H 0.41289 0.77966 6.26093
H -1.15921 -0.04120 6.25491
H -0.57919 0.75037 7.69623
H -0.10756 1.99444 4.55070
H -0.31631 3.54345 5.29633
H -2.47842 3.80647 4.50000
H -1.59383 3.19414 3.15430
H -3.61648 1.80372 4.88974
H -3.68848 2.05582 3.17225
H -2.80400 -0.22015 4.60763
H -1.36656 0.38849 3.82766
H -3.83123 0.03977 2.15681
H -2.13724 0.13836 1.71260
H -2.78859 -2.10996 3.54988
H -3.51018 -2.23469 1.97738
H -1.38631 -2.12295 0.82955
H -1.41486 -3.39625 2.05120
H -0.22182 -0.66312 2.39041
H 0.33819 -4.23246 2.76074
H 0.92430 -4.20811 1.11430
H 2.39719 -5.58175 2.22049
H 2.44868 -4.65894 3.67510
H 3.62286 -3.42224 1.16471
H 4.14233 -3.32191 2.87113
C 1.82587 -0.13514 -5.54912
C 0.34291 0.28933 -5.66086
C 0.11579 1.13824 -6.91474
C 0.64760 2.56328 -6.79153
C 0.05597 3.23920 -5.55563
C 0.29489 2.44213 -4.27388
N -0.09912 1.00689 -4.42802
O -1.38290 0.91315 -4.32303
C 1.77782 2.57742 -3.87208
C -0.47287 3.08947 -3.12557
C -0.41348 -1.02355 -5.83383
H 2.26590 -0.25783 -6.53940
H 2.45713 0.56018 -5.00639
H 1.91609 -1.08756 -5.02592
H -0.95654 1.18641 -7.12993
H 0.57295 0.64427 -7.77364
H 1.74063 2.55819 -6.74983
H 0.37716 3.13360 -7.68214
H 0.48040 4.23912 -5.44360
H -1.01880 3.37594 -5.71070
H 2.03876 1.86219 -3.09033
H 1.96946 3.57496 -3.47707
H 2.47372 2.46102 -4.70060
H -1.53866 3.17747 -3.32797
H -0.10176 4.09880 -2.95271
H -0.34498 2.52838 -2.19769
H -0.34280 -1.63956 -4.93685
H 0.02410 -1.58072 -6.66260
H -1.46724 -0.87136 -6.06020
```

---

(3)
Computed, not measured: C24H42F6N4O3ScSe2 as an isolated structure, with the ωB97M-V functional and the def2-TZVPD basis.

For the highest occupied orbital energy, the calculation gives -0.34964 hartree. As for the charge: +1. The total energy is -205368.19471 eV. The spin multiplicity is 1. The calculation puts the energy relative to the best compared isomer or geometry (same formula, charge and spin) at 81.8 kJ/mol. The strongest force on any atom is 0.01380 hartree/bohr.

XYZ file:
```
82
C24H42F6N4O3ScSe2 the ωB97M-V functional and the def2-TZVPD basis
Sc 0.37271 -0.52994 0.02524
N -4.09684 -0.62385 0.36493
C -3.22829 0.56329 0.07714
C -3.29613 1.55414 1.21751
C -2.10636 2.49788 1.06156
N -0.88776 1.70421 1.26167
C -2.11365 3.16059 -0.31883
C -2.27987 2.19132 -1.49460
N -1.04940 1.40888 -1.68699
C -3.46145 1.23737 -1.25480
H -3.62143 -1.12341 1.15922
H -4.09062 -1.27493 -0.42172
H -5.05940 -0.38252 0.59672
H -2.24110 0.11956 0.05768
H -3.23187 1.04224 2.18176
H -4.23408 2.11793 1.18726
H -2.19460 3.28241 1.82124
H -0.93540 1.14399 2.10924
H -0.08977 2.30720 1.42405
H -1.18753 3.73169 -0.45126
H -2.92761 3.89022 -0.35028
H -2.52051 2.78083 -2.38593
H -0.34270 1.97420 -2.14631
H -1.21323 0.61640 -2.29910
H -3.51652 0.51199 -2.06756
H -4.39181 1.81424 -1.25074
O 0.66402 -4.35081 4.63591
C 1.23399 -3.05607 4.75266
C 0.92356 -2.23976 3.47910
C 1.52418 -3.05863 2.33721
O 1.53323 -2.40504 1.04919
C 1.65317 -0.91575 3.69935
Se 1.71609 0.39992 2.24635
C -0.60672 -2.07727 3.44754
Se -1.43275 -1.77140 1.70042
H 0.83705 -4.84409 5.44241
H 2.32005 -3.12575 4.88116
H 0.82110 -2.52163 5.61579
H 0.98039 -3.99962 2.24643
H 2.56404 -3.27772 2.59743
H 1.97187 -3.00000 0.43421
H 2.69583 -1.11667 3.94668
H 1.20464 -0.41250 4.55562
H -0.88239 -1.26938 4.12559
H -1.06112 -2.99484 3.81275
C -2.51114 -3.21950 -1.49700
C -1.36372 -2.39233 -2.09635
O -1.02660 -1.33262 -1.29022
C -0.13878 -3.35099 -2.37584
F 0.28393 -3.31816 -3.64486
F 0.91581 -2.98390 -1.62043
F -0.38849 -4.62791 -2.07731
C -1.87849 -1.85088 -3.45531
F -2.98098 -1.08726 -3.24111
F -2.24162 -2.83682 -4.28338
F -1.00737 -1.06207 -4.09575
H -2.25702 -3.46999 -0.46827
H -2.70074 -4.13464 -2.05310
H -3.42944 -2.63193 -1.53628
C 2.58415 4.14279 -1.21618
N 2.46076 3.16191 -0.10847
C 2.53029 3.82756 1.22177
C 3.46267 2.02746 -0.22272
C 3.13237 1.18399 -1.41375
C 3.96460 1.33783 -2.52280
C 3.74914 0.61898 -3.68660
C 2.66945 -0.24225 -3.73351
C 1.83372 -0.36301 -2.62824
C 2.00860 0.32403 -1.41511
H 1.82134 4.90869 -1.09673
H 2.46194 3.62053 -2.16123
H 3.57412 4.58983 -1.16268
H 1.55472 2.68988 -0.20408
H 3.51919 4.27133 1.32138
H 2.39116 3.07549 1.99681
H 1.76812 4.60224 1.27573
H 3.37786 1.47615 0.71272
H 4.45209 2.48281 -0.27905
H 4.81885 2.00544 -2.46230
H 4.41386 0.72837 -4.53314
H 2.46669 -0.82015 -4.62700
H 0.99398 -1.02975 -2.74253
```